The following is a DFT calculation (the ωB97M-V functional and the def2-TZVPD basis) of a molecular structure, C26H76ClIO18P2S12.

For the gap between HOMO and LUMO, the calculation gives 8.33 eV. Its net charge is 0.

```
136
Properties=species:S:1:pos:R:3:forces:R:3
O -1.91926 6.75427 -5.65191 2.29 -3.95 -3.42
C -1.28574 5.88115 -6.30593 -1.27 3.69 3.04
O -1.78469 5.22026 -7.47290 -0.01 -0.18 2.23
C -2.48045 3.98430 -7.17224 -0.10 -0.16 0.97
I -3.54355 3.45074 -9.03926 0.72 0.30 0.79
P -1.31630 2.48660 -6.83738 -0.09 -2.57 -0.41
O -1.78575 1.74830 -5.32691 1.38 1.45 -1.23
Cl 0.68204 3.10844 -6.52031 -0.63 0.51 0.42
P -3.86094 4.16396 -5.85695 -4.48 3.20 -0.89
O -4.76684 5.34218 -6.30511 2.88 -3.11 1.82
O -3.27143 4.41611 -4.28349 -0.41 -1.70 -2.48
O -4.85329 2.75690 -5.99387 2.00 1.98 1.46
H -0.20923 5.68660 -5.92748 -1.58 -0.35 -1.29
H -1.04585 1.09724 -5.16838 -0.92 0.42 -0.11
H -2.77951 3.63062 -3.94605 -0.35 0.44 -0.37
H -5.62961 2.96347 -5.41405 0.72 -0.16 -0.70
C -0.18332 -1.21433 -8.46688 -0.03 -0.01 -0.01
S -0.20216 -0.11660 -9.89792 -0.25 0.04 0.11
O -1.57902 0.44971 -9.99960 0.31 -0.26 -0.08
C -0.05578 -1.41645 -11.14405 -0.05 -0.10 -0.07
H -0.30211 -0.60945 -7.56719 0.08 -0.03 -0.11
H -1.00571 -1.92947 -8.53354 -0.02 0.08 -0.11
H 0.77084 -1.74242 -8.42312 -0.01 0.08 0.02
H -0.88447 -2.12025 -11.04685 0.00 0.08 0.05
H 0.89572 -1.93641 -11.01790 -0.02 0.07 0.03
H -0.08664 -0.95394 -12.13142 -0.01 0.06 0.13
C -5.01116 4.99243 -14.49580 -0.15 0.04 0.01
S -3.81519 4.37135 -13.29384 -0.03 -0.03 0.17
O -4.58690 3.77340 -12.16279 0.10 0.23 -0.21
C -3.23500 5.99403 -12.75408 -0.03 0.09 0.07
H -5.53018 4.14130 -14.93859 0.11 0.01 0.10
H -5.73580 5.64054 -13.99949 0.07 -0.05 0.05
H -4.48781 5.54392 -15.27885 0.04 -0.05 0.06
H -4.07161 6.57889 -12.36753 -0.01 -0.10 -0.01
H -2.77029 6.51265 -13.59467 -0.01 -0.09 0.00
H -2.49636 5.85164 -11.96416 -0.08 -0.11 -0.06
C -1.04413 -3.50631 -5.43770 -0.05 0.02 -0.18
S -0.64910 -2.08056 -4.40379 0.09 -0.49 0.31
O 0.23136 -1.17051 -5.20840 -0.12 0.19 -0.06
C 0.40779 -2.97631 -3.25099 0.01 0.20 0.09
H -1.67666 -3.17203 -6.26173 0.04 0.07 0.10
H -0.12646 -3.94122 -5.83835 0.02 0.09 0.08
H -1.58377 -4.24699 -4.84469 0.07 0.09 0.10
H 1.23376 -3.44478 -3.78935 -0.04 0.12 -0.06
H -0.18254 -3.73591 -2.73255 -0.10 0.17 -0.27
H 0.80605 -2.26757 -2.52316 0.05 0.02 -0.15
C -1.05120 -5.83887 0.46078 -0.07 0.05 -0.06
S -0.19713 -5.81990 -1.12897 -0.10 -0.18 0.22
O -1.20738 -5.47042 -2.17667 0.02 -0.26 0.21
C 0.07543 -7.60298 -1.21464 -0.05 -0.09 -0.10
H -1.35451 -4.81972 0.70353 0.10 -0.08 -0.03
H -1.93602 -6.47544 0.40104 0.05 0.02 -0.10
H -0.37486 -6.20770 1.23367 0.03 0.07 -0.07
H -0.88032 -8.12822 -1.16914 0.00 0.11 0.00
H 0.71474 -7.91349 -0.38640 -0.01 0.09 -0.03
H 0.57075 -7.83220 -2.15903 -0.03 0.11 0.06
C 2.88031 0.80320 -1.80628 -0.13 0.10 -0.06
S 3.91100 -0.66644 -1.61636 0.01 0.07 0.20
O 2.99513 -1.84058 -1.46942 0.04 0.25 0.03
C 4.52529 -0.24868 0.02761 0.02 0.03 0.20
H 2.36028 0.73964 -2.76374 0.08 -0.13 0.05
H 2.14767 0.85114 -0.99819 0.06 -0.11 0.01
H 3.51156 1.69345 -1.79535 0.10 -0.13 0.04
H 3.68872 -0.13408 0.72007 -0.08 -0.11 -0.12
H 5.10093 0.67895 -0.02563 -0.15 -0.26 -0.08
H 5.17190 -1.05751 0.37134 -0.10 -0.04 -0.14
C -5.15450 -4.96977 2.88076 -0.03 -0.02 0.18
S -3.92004 -4.06336 1.92471 -0.08 0.15 0.20
O -2.70662 -3.91119 2.78688 -0.22 -0.04 -0.16
C -4.79824 -2.48527 1.94058 -0.02 0.12 0.13
H -4.79576 -5.98915 3.03073 0.06 0.10 -0.10
H -5.29962 -4.48971 3.85068 0.09 0.09 -0.07
H -6.09587 -4.99535 2.32905 0.08 0.02 -0.04
H -4.96617 -2.16374 2.97093 0.09 -0.12 0.04
H -5.75161 -2.59393 1.42020 0.08 -0.07 -0.03
H -4.18715 -1.74399 1.42381 0.03 -0.16 -0.01
C 5.82751 4.76785 -1.37160 -0.16 -0.02 0.06
S 6.86078 3.29920 -1.18068 0.14 0.14 -0.02
O 5.94628 2.12360 -1.02675 0.15 0.53 -0.07
C 7.48083 3.72140 0.46082 -0.03 -0.08 0.11
H 5.30456 4.70112 -2.32671 0.10 -0.08 0.06
H 5.09745 4.81791 -0.56150 0.05 -0.06 -0.01
H 6.45703 5.65922 -1.36583 0.03 -0.09 -0.02
H 6.64661 3.83730 1.15534 -0.03 -0.02 -0.11
H 8.05540 4.64750 0.40551 -0.02 -0.07 -0.09
H 8.12902 2.91386 0.80328 -0.04 0.03 -0.17
C -2.77414 -2.71468 7.30983 0.14 -0.02 -0.22
S -3.65989 -1.36352 6.50594 0.01 -0.20 -0.09
O -4.65918 -1.97318 5.57380 0.22 0.08 0.08
C -2.26492 -0.79669 5.50888 0.08 -0.06 -0.14
H -3.46755 -3.24340 7.96126 0.01 0.27 -0.13
H -2.38590 -3.40486 6.55782 -0.10 0.09 -0.10
H -1.95561 -2.31048 7.90709 -0.16 0.00 0.08
H -1.90912 -1.60847 4.87115 -0.11 -0.03 0.03
H -1.46286 -0.45542 6.16600 -0.09 -0.02 0.04
H -2.60006 0.03384 4.88606 -0.08 -0.07 0.10
C 8.52281 1.04145 -4.25610 0.01 0.09 -0.10
S 9.30134 0.42865 -2.74671 0.04 0.14 0.06
O 10.01795 1.57768 -2.11303 -0.15 -0.26 -0.24
C 10.53946 -0.58962 -3.57865 0.11 0.02 -0.07
H 7.73080 1.73812 -3.97797 0.08 -0.11 0.11
H 9.26079 1.55855 -4.87229 0.04 -0.03 0.10
H 8.09098 0.20529 -4.80881 0.01 0.00 0.09
H 11.14997 0.03056 -4.23756 -0.06 0.04 0.06
H 10.04072 -1.37159 -4.15409 -0.03 0.05 0.06
H 11.17531 -1.04862 -2.82065 -0.12 0.09 0.01
C -3.21033 -4.92667 10.14452 0.06 -0.08 -0.06
S -2.81427 -3.49863 11.17773 0.15 0.01 0.06
O -1.93248 -2.59283 10.37646 -0.15 -0.33 0.17
C -1.76006 -4.39774 12.33472 0.13 0.01 0.02
H -3.84011 -4.59385 9.31991 0.00 -0.04 0.19
H -2.29292 -5.36414 9.74603 0.00 0.08 0.04
H -3.75254 -5.66546 10.73708 0.01 0.09 0.02
H -0.93427 -4.86790 11.79746 -0.07 0.06 -0.07
H -2.35122 -5.15505 12.85269 -0.04 0.08 -0.04
H -1.36295 -3.68860 13.06278 -0.13 0.05 -0.08
C -2.04309 0.38530 12.20920 -0.18 -0.11 -0.06
S -0.86043 -0.19168 13.44353 -0.14 0.26 0.01
O -1.64420 -0.77125 14.57951 0.08 0.05 -0.22
C -0.30282 1.44936 13.95072 0.24 -0.07 0.20
H -2.54627 -0.48270 11.78068 0.17 -0.03 0.10
H -2.78148 1.03833 12.67827 0.13 0.00 0.09
H -1.51384 0.92175 11.42141 0.03 -0.04 0.14
H -1.14989 2.03608 14.31040 -0.02 -0.09 -0.07
H 0.16986 1.95300 13.10507 -0.17 -0.23 0.20
H 0.42542 1.33305 14.75535 -0.12 -0.19 0.00
C 1.58799 4.46995 10.79345 0.10 -0.09 0.04
S -0.19158 4.17538 10.71228 0.02 -0.02 -0.07
O -0.48285 2.96032 11.53554 0.18 0.55 -0.65
C -0.21732 3.67251 8.97817 0.01 -0.11 -0.06
H 1.84396 4.76240 11.81273 -0.13 -0.02 -0.07
H 2.12874 3.55869 10.53123 -0.10 0.00 0.01
H 1.85540 5.27616 10.10826 -0.08 -0.02 0.03
H 0.43724 2.81153 8.83048 -0.02 0.03 0.10
H 0.10985 4.50506 8.35283 -0.03 0.00 0.08
H -1.23969 3.40088 8.71227 0.05 0.06 0.13
```
Positions in Å, forces in eV/Å.

These are the Löwdin partial charges, in e, on atoms 1 to 8: 0.053 -0.262 -0.216 -1.028 1.018 0.605 -0.394 0.177

The following is a DFT calculation (the ωB97M-V functional and the def2-TZVPD basis) of C5H7ClN2OS2 in the gas phase.

For the gap between HOMO and LUMO, the calculation gives 8.30 eV. The value obtained for the energy above the lowest of the compared OMol25 structures with the same formula, charge and spin is 0.000 eV. Its net charge is 0. Its SMILES is COCC/N=c1\ssnc1Cl.

```
18
Properties=species:S:1:pos:R:3:forces:R:3
Cl -2.87602 2.47925 1.90629 0.93 -0.01 -0.31
N -0.89281 4.16881 1.95881 0.25 -1.01 -0.39
N -0.59779 0.90797 0.55582 1.34 1.95 0.58
O 0.88580 -1.99206 -1.27427 -1.01 -0.13 0.32
S 0.71740 4.59290 1.66283 -0.93 -0.03 0.09
S 1.19565 2.94711 0.49940 0.63 0.04 0.09
C -1.24049 2.98303 1.57422 -0.17 2.17 1.30
C -0.25639 2.11989 0.94225 -1.56 -3.75 -1.83
C 0.55990 -3.39107 -1.42640 -0.02 0.44 -0.14
C 0.40718 0.14280 -0.19728 -0.10 -0.30 0.29
C -0.09949 -1.29543 -0.44598 1.65 -0.31 -0.16
H -0.51162 -3.52683 -1.68176 0.38 0.09 0.42
H 1.10409 -3.79792 -2.29901 0.06 0.38 0.57
H 0.83631 -3.95536 -0.50694 -0.31 0.27 -0.55
H 0.61572 0.63830 -1.15680 -0.14 -0.08 -0.02
H 1.38320 0.10486 0.33055 -0.39 0.00 -0.06
H -0.17236 -1.84737 0.50229 -0.21 0.27 -0.06
H -1.05829 -1.27888 -0.94402 -0.38 0.00 -0.15
```
Positions in Å, forces in eV/Å.

These are the Löwdin partial charges, in e, on atoms 1 to 8: 0.691 -0.361 0.026 -0.219 0.583 0.663 -0.843 -0.724

The following is a DFT calculation (the ωB97M-V functional and the def2-TZVPD basis) of C3H6OS in the gas phase.

For the gap between HOMO and LUMO, the calculation gives 9.79 eV. The value obtained for the energy above the lowest of the compared OMol25 structures with the same formula, charge and spin is 1.864 eV. Its net charge is 0. Its SMILES is O=CCCS.

```
11
Properties=species:S:1:pos:R:3:forces:R:3
O -1.33540 -0.99619 1.06234 0.07 2.14 -0.11
C -1.42158 -0.49069 -0.04975 -0.26 -4.02 0.32
C -0.53446 0.60595 -0.63813 -1.07 -0.22 2.49
C 0.74797 0.52627 0.19748 0.55 -0.14 -0.48
S 1.45496 -1.24745 0.29974 0.76 1.22 0.36
H -1.97044 -1.28013 -0.65824 -0.08 1.80 -0.86
H -0.36545 0.34676 -1.65132 -0.27 0.49 -1.22
H -1.06893 1.58260 -0.33028 0.98 -1.14 -1.33
H 0.27090 0.77634 1.16045 1.68 0.27 0.16
H 1.53741 1.16302 -0.31866 -1.03 -0.48 1.45
H 2.68501 -0.98647 0.92636 -1.33 0.09 -0.76
```
Positions in Å, forces in eV/Å.

These are the Löwdin partial charges, in e, on atoms 1 to 8: -0.034 -0.299 -0.229 -0.503 0.648 0.133 0.090 0.154

The following is a DFT calculation (the ωB97M-V functional and the def2-TZVPD basis) of 2 unconnected molecules or ions with the total composition C2H6NO2.

For the gap between HOMO and LUMO, the calculation gives 8.56 eV. The value obtained for the energy above the lowest of the compared OMol25 structures with the same formula, charge and spin is 0.868 eV. Its net charge is -1.

```
11
Properties=species:S:1:pos:R:3:forces:R:3
O -0.15691 1.31645 1.48030 -0.28 -0.74 1.05
C -0.53296 0.22750 2.02739 -0.02 0.17 -1.64
O -0.68445 -0.87624 1.44857 0.07 0.54 1.06
H -0.80231 0.28086 3.10660 0.11 0.04 0.14
C -0.04039 -0.55586 -1.37361 0.63 -0.16 0.56
N 0.72693 0.66097 -1.11127 -1.41 1.08 1.56
H -0.28505 -0.64578 -2.44154 -0.04 -0.16 0.12
H -0.94804 -0.54055 -0.73485 0.54 0.02 -0.66
H 0.53664 -1.43665 -1.01461 -0.53 0.01 -0.44
H 1.71499 0.59881 -1.30542 -0.05 -0.28 0.30
H 0.47156 0.97050 -0.08155 0.99 -0.52 -2.04
```
Positions in Å, forces in eV/Å.

These are the Löwdin partial charges, in e, on atoms 1 to 8: -0.168 -0.602 -0.140 0.082 -0.257 -0.114 0.037 0.052